[1]
Entry from OMol25: a 10-piece molecular cluster, C33H89N3O13 overall (ωB97M-V/def2-TZVPD).

Output
E_tot	-2452.8165	a.u.
relative energy (zero: lowest compared OMol25 entry of this formula, charge and spin)	25.9	kcal per mole
LUMO	0.3	eV
highest occupied orbital energy	-8.37	eV
2S+1	1
frontier orbital gap	8.722	eV

CARTESIAN COORDINATES (ANGSTROEM)
C1 22.245 14.615 8.576
C2 23.004 13.978 7.374
C3 22.196 13.005 6.499
O1 23.529 15.054 6.591
H1 21.351 15.183 8.323
H2 22.901 15.303 9.109
H3 21.931 13.838 9.274
H4 23.913 13.546 7.791
H5 21.307 13.545 6.175
H6 21.858 12.013 6.799
H7 22.725 12.886 5.554
H8 23.945 14.708 5.797
C4 29.248 10.967 11.269
O2 28.658 9.757 11.728
C5 27.413 9.940 12.407
C6 27.050 8.557 13.054
N1 26.712 7.568 12.011
C7 25.344 7.686 11.431
C8 25.152 6.740 10.248
O3 26.090 7.077 9.195
C9 25.722 6.489 7.957
H9 30.117 10.715 10.661
H10 29.485 11.492 12.194
H11 28.671 11.647 10.642
H12 26.689 10.266 11.660
H13 27.436 10.742 13.144
H14 26.199 8.686 13.725
H15 27.845 8.135 13.668
H16 27.365 7.580 11.240
H17 25.194 8.718 11.115
H18 24.587 7.464 12.184
H19 24.126 6.947 9.943
H20 25.300 5.705 10.556
H21 25.880 5.411 7.925
H22 26.255 6.868 7.085
H23 24.651 6.605 7.785
C10 10.750 12.248 15.877
O4 11.315 12.477 14.555
C11 12.403 11.588 14.306
C12 12.963 11.672 12.859
N2 13.319 13.033 12.525
C13 13.827 13.326 11.184
C14 15.204 12.665 10.902
O5 15.693 13.082 9.625
C15 17.128 13.103 9.540
H24 10.202 11.306 15.901
H25 10.039 13.050 16.078
H26 11.536 12.245 16.632
H27 12.135 10.555 14.526
H28 13.109 11.875 15.085
H29 12.143 11.356 12.215
H30 13.712 10.913 12.633
H31 12.511 13.625 12.655
H32 13.981 14.404 11.150
H33 13.048 13.087 10.460
H34 14.987 11.597 10.876
H35 15.813 12.984 11.748
H36 17.506 12.161 9.936
H37 17.553 13.885 10.169
H38 17.453 13.251 8.510
C16 17.788 7.340 13.020
O6 17.260 8.542 13.583
C17 17.700 9.648 12.824
C18 17.128 10.929 13.523
N3 17.556 11.155 14.882
C19 16.854 12.180 15.651
C20 16.832 13.580 14.989
O7 16.017 14.491 15.763
C21 14.675 14.135 15.937
H39 18.873 7.437 12.976
H40 17.402 7.134 12.022
H41 17.432 6.532 13.660
H42 17.272 9.559 11.826
H43 18.783 9.768 12.856
H44 16.040 10.877 13.474
H45 17.498 11.802 12.985
H46 17.833 10.304 15.350
H47 17.228 12.346 16.661
H48 15.837 11.794 15.723
H49 16.392 13.563 13.992
H50 17.868 13.913 14.926
H51 14.148 15.005 16.330
H52 14.436 13.319 16.618
H53 14.214 13.931 14.970
C22 21.523 15.468 12.053
C23 20.473 14.685 12.842
O8 19.612 14.253 11.824
H54 22.148 14.722 11.562
H55 22.174 16.098 12.660
H56 21.137 16.232 11.378
H57 20.003 15.375 13.542
H58 20.927 13.888 13.431
H59 19.270 15.063 11.439
C24 25.131 11.019 8.591
C25 26.469 10.438 8.277
O9 27.439 11.433 8.143
H60 25.047 11.596 9.512
H61 24.401 10.214 8.509
H62 24.889 11.665 7.747
H63 26.419 9.691 7.485
H64 26.861 9.781 9.054
H65 28.250 10.982 7.898
C26 18.155 9.448 9.077
C27 19.298 9.613 8.141
O10 19.453 10.987 7.935
H66 18.317 10.099 9.937
H67 17.950 8.429 9.403
H68 17.236 9.802 8.611
H69 19.058 9.150 7.183
H70 20.245 9.307 8.587
H71 19.838 11.460 8.676
C28 22.471 8.845 13.960
C29 21.970 8.069 12.829
O11 21.826 6.663 13.089
H72 23.379 8.399 14.367
H73 21.798 8.866 14.816
H74 22.665 9.890 13.715
H75 22.538 8.232 11.914
H76 20.979 8.491 12.666
H77 21.478 6.338 12.256
C30 25.236 13.334 12.871
C31 24.708 12.725 14.149
O12 25.712 12.115 14.913
H78 26.017 14.057 13.106
H79 24.419 13.846 12.362
H80 25.641 12.610 12.165
H81 23.874 12.032 14.039
H82 24.355 13.543 14.777
H83 25.449 12.123 15.837
C32 22.326 11.105 10.704
C33 20.881 11.096 11.149
O13 20.211 12.056 10.375
H84 22.933 10.265 11.043
H85 22.823 12.002 11.071
H86 22.388 11.040 9.617
H87 20.833 11.366 12.204
H88 20.425 10.107 11.098
H89 20.201 12.868 10.887

[2]
Entry from OMol25: one molecule with the formula C5H9NO (ωB97M-V/def2-TZVPD).

Output
E_tot	-325.8374	a.u.
relative energy (zero: lowest compared OMol25 entry of this formula, charge and spin)	62.8	kcal per mole
LUMO	0.8	eV
highest occupied orbital energy	-10.57	eV
2S+1	1
frontier orbital gap	11.320	eV

CARTESIAN COORDINATES (ANGSTROEM)
C1 -1.100 1.244 1.234
O1 -0.683 1.090 -0.119
C2 0.040 -0.042 -0.322
C3 0.229 -0.351 -1.816
C4 1.385 -0.133 0.412
C5 -0.951 -1.284 0.354
N1 -1.213 -2.404 0.230
H1 -2.165 1.010 1.299
H2 -0.578 0.593 1.947
H3 -0.924 2.281 1.503
H4 1.246 -0.176 -2.192
H5 -0.474 0.164 -2.476
H6 0.043 -1.414 -1.851
H7 1.418 -1.157 0.761
H8 1.469 0.546 1.262
H9 2.259 0.034 -0.227

[3]
Entry from OMol25: a 2-piece molecular cluster, C4H12 overall (ωB97M-V/def2-TZVPD).

Output
E_tot	-159.5489	a.u.
relative energy (zero: lowest compared OMol25 entry of this formula, charge and spin)	22.6	kcal per mole
LUMO	1.2	eV
highest occupied orbital energy	-11.34	eV
2S+1	1
frontier orbital gap	12.504	eV

CARTESIAN COORDINATES (ANGSTROEM)
C1 0.531 -1.555 -0.118
C2 0.437 -1.557 -1.714
H1 -0.266 -1.035 0.357
H2 0.529 -2.639 0.191
H3 1.525 -1.091 0.162
H4 0.166 -0.685 -2.156
H5 -0.365 -2.275 -2.002
H6 1.322 -1.818 -2.358
C3 -1.169 1.568 0.584
C4 0.164 1.609 1.319
H7 -1.012 2.192 -0.321
H8 -1.392 0.633 0.149
H9 -1.902 1.886 1.379
H10 0.005 1.731 2.435
H11 0.809 2.389 0.938
H12 0.618 0.647 1.154

[4]
Entry from OMol25: a 2-piece molecular cluster, C3H4N4O overall (ωB97M-V/def2-TZVPD).

Output
E_tot	-410.7169	a.u.
relative energy (zero: lowest compared OMol25 entry of this formula, charge and spin)	179.7	kcal per mole
LUMO	-0.5	eV
highest occupied orbital energy	-9.40	eV
2S+1	1
frontier orbital gap	8.944	eV

CARTESIAN COORDINATES (ANGSTROEM)
C1 -2.519 -0.194 -0.049
C2 0.739 -0.263 0.079
C3 1.738 0.730 -0.065
H1 -2.689 0.778 0.589
H2 -3.469 -0.867 -0.332
H3 -0.566 1.114 -0.331
H4 1.640 1.896 -0.243
N1 -1.469 -0.869 -0.171
N2 -0.437 -0.051 0.408
N3 2.934 0.199 0.009
N4 1.410 -1.411 0.141
O1 2.686 -1.063 -0.035